Record 1
Density functional theory data (wB97M-V/def2-TZVPD) for a 12-piece molecular cluster, C36H62F7N14O24P overall in a non-equilibrium geometry.

- structure (SMILES) = [H]/N=C\Cc1c(CCN)c(P(C)CC)c2c(c1NCCC)C(=O)C(C=C)=C(C(F)(F)C(F)(F)C(F)(F)F)C2=O.C[N+](=O)[O-].C[N+](=O)[O-].C[N+](=O)[O-].C[N+](=O)[O-].C[N+](=O)[O-].C[N+](=O)[O-].C[N+](=O)[O-].C[N+](=O)[O-].C[N+](=O)[O-].C[N+](=O)[O-].C[N+](=O)[O-]
- spin multiplicity = 1
- HOMO (hartree) = -0.2764
- total energy (hartree) = -5020.5919
- E_LUMO (eV) = -1.113
- max |F| (eV/Å) = 1.3

CARTESIAN COORDINATES (ANGSTROEM)
F  -2.467  -0.899  1.837
H  3.322  -2.035  -4.619
F  -4.161  0.368  0.645
H  -1.519  4.754  1.299
C  -0.772  -2.995  -0.536
C  2.831  -0.973  -1.384
C  -0.715  3.032  2.210
H  -2.742  5.272  10.449
H  -5.615  -6.308  2.378
H  -4.205  -8.090  -3.713
C  0.921  2.849  -6.627
H  8.588  4.716  -0.487
C  2.526  3.451  -2.133
H  4.457  -0.919  7.750
N  -5.506  -1.740  -4.084
C  3.071  3.626  -0.708
O  1.905  -0.628  7.653
O  5.807  4.193  -1.927
O  -0.650  3.781  10.170
H  -1.205  3.028  3.179
H  2.748  2.454  -2.515
H  -5.986  4.084  -3.391
H  -1.083  -5.051  0.164
C  3.065  1.206  -0.299
C  -2.398  1.205  -0.634
N  1.334  -1.773  -3.990
F  -3.364  1.332  -1.561
O  2.158  2.573  2.196
O  2.565  -3.271  6.098
H  -6.397  2.449  -3.989
H  -1.134  -2.022  -0.213
H  4.408  -1.854  -2.498
H  4.759  1.722  -2.182
C  4.669  0.638  -2.127
H  2.278  3.961  -0.028
C  -2.889  4.187  5.566
F  -3.411  2.341  1.159
C  0.880  -1.961  5.186
O  -2.473  6.444  5.720
H  3.748  -1.160  9.368
H  2.911  -0.399  -4.012
O  6.680  6.012  -1.172
O  -3.742  -5.909  0.935
F  -1.706  0.101  -0.925
C  -3.902  -7.751  -2.726
C  -1.307  -4.027  0.469
C  -0.029  1.783  1.817
H  1.839  3.412  -6.742
H  -2.604  5.853  8.755
O  -5.377  -2.909  -3.793
N  -1.314  4.280  9.292
H  -0.917  -3.858  1.471
O  -6.489  -1.245  -4.596
O  -0.908  5.207  4.908
C  -3.035  1.109  0.781
C  3.991  -0.431  8.601
H  -3.497  -1.220  -4.329
H  7.537  3.277  -0.258
N  1.169  1.748  -5.657
C  1.721  -3.924  0.751
O  -4.612  -9.710  -1.742
N  -2.012  5.372  5.377
C  -5.596  3.149  -3.781
H  0.384  -1.917  4.223
H  6.592  -0.525  -2.188
H  3.010  -2.922  -2.300
H  -3.789  4.346  4.978
H  2.807  -3.964  0.643
H  4.545  0.236  -3.130
O  -1.411  3.856  8.156
H  0.122  3.463  -6.221
N  -3.667  -8.962  -1.894
O  0.232  1.016  -5.409
C  -4.356  -0.844  -3.782
H  3.981  2.595  0.770
H  -0.616  -3.811  -5.148
H  -3.119  4.140  6.623
O  2.546  1.348  8.232
O  -5.276  2.909  -6.065
H  0.631  3.749  -3.198
C  1.754  -1.330  -0.522
H  3.809  4.428  -0.718
H  4.606  0.371  8.991
H  -2.393  -3.950  0.526
P  1.069  -3.055  -0.735
C  -6.009  -6.075  1.396
O  0.110  -4.585  -8.148
H  -6.613  -5.173  1.410
N  6.441  0.399  -0.413
N  -4.886  3.452  -5.054
O  -3.952  4.224  -4.985
H  -1.222  -3.222  -1.505
O  2.276  1.651  -5.172
H  0.263  4.334  0.879
O  0.029  -1.648  1.927
C  -2.132  0.406  1.870
N  6.696  4.819  -1.388
H  -6.573  -6.906  0.983
C  2.777  -1.471  -3.859
H  0.827  -0.899  -4.069
C  1.463  1.824  1.555
C  -2.066  5.520  9.636
H  1.406  -1.041  5.408
F  -2.556  0.893  3.075
O  1.983  -3.659  4.062
H  0.612  2.392  -7.562
C  7.886  4.036  -0.953
C  3.315  -1.896  -2.478
N  2.707  0.153  8.126
O  1.156  -3.379  -6.702
H  1.356  -4.950  0.683
H  0.802  4.662  -1.696
C  -0.653  4.112  1.417
C  0.221  -0.599  1.371
C  1.013  3.703  -2.177
O  -5.129  -5.544  -0.671
F  -1.604  2.266  -0.740
N  0.225  -4.074  -7.057
C  -0.864  -4.326  -6.070
C  1.971  0.890  0.518
H  -4.607  0.162  -4.096
H  -1.785  -3.951  -6.506
C  -0.645  0.600  1.686
H  -1.338  6.259  9.956
H  -4.866  2.724  -3.099
H  8.306  3.570  -1.839
H  1.190  -2.263  -4.863
H  -2.357  3.300  5.245
H  5.784  1.010  0.079
O  -2.564  -9.123  -1.420
C  1.340  -0.361  0.412
N  1.893  -3.055  5.111
N  -4.861  -5.824  0.483
H  -4.181  -0.892  -2.712
H  0.500  2.917  -1.618
C  3.482  0.272  -1.253
H  -4.696  -7.182  -2.254
C  5.977  0.118  -1.554
H  0.189  -2.204  5.986
H  -0.920  -5.400  -5.922
H  -2.982  -7.180  -2.764
N  3.786  2.437  -0.213
H  1.450  -3.470  1.697
H  3.016  4.165  -2.799

Atom charges from the Mulliken analysis, given in e for atoms 1 to 99: number 1, F, carries -0.233; number 2, H, carries 0.305; number 3, F, carries -0.305; number 4, H, carries 0.295; number 5, C, carries 0.615; number 6, C, carries -0.751; number 7, C, carries -0.491; number 8, H, carries 0.295; number 9, H, carries 0.325; number 10, H, carries 0.305; number 11, C, carries -0.862; number 12, H, carries 0.297; number 13, C, carries 0.958; number 14, H, carries 0.287; number 15, N, carries 1.032; number 16, C, carries -0.757; number 17, O, carries -0.500; number 18, O, carries -0.441; number 19, O, carries -0.521; number 20, H, carries 0.075; number 21, H, carries -0.584; number 22, H, carries 0.323; number 23, H, carries 0.458; number 24, C, carries -1.155; number 25, C, carries 0.261; number 26, N, carries -0.072; number 27, F, carries -0.198; number 28, O, carries -0.600; number 29, O, carries -0.586; number 30, H, carries 0.311; number 31, H, carries -0.586; number 32, H, carries 0.485; number 33, H, carries 0.081; number 34, C, carries -0.827; number 35, H, carries 0.091; number 36, C, carries -0.777; number 37, F, carries -0.234; number 38, C, carries -0.394; number 39, O, carries -0.596; number 40, H, carries 0.282; number 41, H, carries -0.001; number 42, O, carries -0.546; number 43, O, carries -0.490; number 44, F, carries -0.114; number 45, C, carries -0.649; number 46, C, carries -1.430; number 47, C, carries 0.984; number 48, H, carries 0.315; number 49, H, carries 0.273; number 50, O, carries -0.586; number 51, N, carries 0.850; number 52, H, carries 0.139; number 53, O, carries -0.559; number 54, O, carries -0.527; number 55, C, carries 0.838; number 56, C, carries -0.725; number 57, H, carries 0.250; number 58, H, carries 0.264; number 59, N, carries 0.906; number 60, C, carries -1.131; number 61, O, carries -0.551; number 62, N, carries 1.038; number 63, C, carries -0.489; number 64, H, carries -0.033; number 65, H, carries 0.505; number 66, H, carries 0.730; number 67, H, carries 0.356; number 68, H, carries 0.420; number 69, H, carries 0.462; number 70, O, carries -0.485; number 71, H, carries 0.307; number 72, N, carries 0.930; number 73, O, carries -0.500; number 74, C, carries -0.414; number 75, H, carries 0.523; number 76, H, carries 0.072; number 77, H, carries 0.275; number 78, O, carries -0.518; number 79, O, carries -0.532; number 80, H, carries 0.341; number 81, C, carries 1.132; number 82, H, carries 0.410; number 83, H, carries 0.314; number 84, H, carries 0.268; number 85, P, carries -0.075; number 86, C, carries -0.814; number 87, O, carries -0.571; number 88, H, carries 0.301; number 89, N, carries -0.844; number 90, N, carries 0.956; number 91, O, carries -0.558; number 92, H, carries 0.743; number 93, O, carries -0.523; number 94, H, carries 0.245; number 95, O, carries -0.443; number 96, C, carries 0.425; number 97, N, carries 0.835; number 98, H, carries 0.302; number 99, C, carries -0.360



Record 2
Density functional theory data (wB97M-V/def2-TZVPD) for C36H62O19RbS5 as an isolated structure in a non-equilibrium geometry.

- total charge = -1
- spin multiplicity = 1
- HOMO (hartree) = -0.0759
- total energy (hartree) = -4853.1460
- E_LUMO (eV) = -0.418
- max |F| (eV/Å) = 7.4

CARTESIAN COORDINATES (ANGSTROEM)
H  3.901  4.485  -6.851
H  2.087  2.983  5.756
C  2.257  3.878  -7.987
H  -7.806  -6.319  -7.037
H  -9.215  5.396  8.771
C  -0.259  -7.506  4.370
H  6.333  7.588  1.298
H  2.384  4.264  -5.889
H  -1.951  -7.726  5.659
H  -1.995  10.179  -0.601
H  6.072  3.434  0.880
C  -4.918  3.012  -5.109
H  1.564  11.328  0.802
H  0.362  2.498  7.961
C  -5.267  -7.314  -4.828
O  7.453  -5.234  1.525
C  3.587  -11.153  -7.005
H  -0.474  -9.361  7.107
C  5.882  -3.568  1.635
S  -6.660  2.563  -5.113
O  -0.289  -2.613  -1.151
H  1.516  -9.514  -4.536
H  -6.776  -7.589  -7.779
H  -4.998  -7.587  -3.807
H  -5.359  3.476  7.045
O  -7.839  -6.540  -4.428
O  2.647  2.878  -8.523
C  -6.888  -6.899  -6.942
H  -4.311  2.368  -5.746
S  6.685  5.186  2.337
H  0.818  0.494  4.775
C  5.654  4.437  0.960
O  1.637  -1.305  6.722
H  6.506  7.517  3.084
H  -6.048  -6.208  -7.015
H  -0.016  10.574  -1.657
H  4.317  -10.537  -6.480
C  -2.583  -0.368  0.405
C  2.416  -10.012  -4.896
C  -6.242  3.418  7.681
H  -4.648  -7.919  -5.491
H  2.423  6.782  -6.396
H  -0.547  -7.583  7.235
O  -2.305  2.043  0.645
H  5.064  7.042  2.231
C  2.412  6.060  -7.212
O  2.138  -8.631  6.582
H  -6.009  3.049  8.681
H  4.851  -3.826  1.878
O  -7.246  3.144  -3.773
C  1.560  0.862  5.483
C  7.375  -4.871  2.945
O  -1.413  11.527  0.787
C  -2.016  -1.536  -0.021
H  0.433  2.661  5.613
C  -0.223  -0.146  -1.267
H  -5.791  0.545  -4.089
O  1.265  4.529  -8.518
O  -0.267  13.140  1.758
H  2.513  0.892  4.956
H  3.308  -9.392  -4.810
H  3.753  -12.151  -6.598
H  3.101  6.426  -7.974
Rb  2.568  -3.999  -6.197
C  1.514  -0.114  6.666
O  1.422  0.595  7.738
C  -1.161  10.267  0.095
H  4.630  4.297  1.307
C  -0.263  -8.421  6.597
H  0.836  9.572  -0.443
C  2.828  4.670  -6.798
H  -5.905  0.303  -5.798
H  7.504  -2.703  2.824
H  -6.960  2.767  7.182
C  -0.759  1.021  -0.660
C  1.182  5.835  -7.979
H  -7.388  0.246  -4.831
H  1.173  12.428  -0.502
C  1.082  -8.332  5.957
H  1.012  6.532  -8.799
C  1.339  2.250  6.058
H  -4.525  2.823  -4.110
C  6.577  -4.664  0.860
C  0.780  11.607  0.098
C  6.778  -3.513  2.892
H  -4.821  4.034  -5.475
H  -8.785  3.639  8.337
C  6.152  6.995  2.195
H  5.785  5.008  0.041
H  2.050  2.558  8.088
O  1.029  -7.959  4.589
O  -7.637  5.374  6.464
C  -0.829  -1.520  -0.836
C  1.259  2.016  7.571
H  -0.397  -6.440  4.551
C  -6.428  0.748  -4.951
H  6.763  -5.537  3.552
H  -4.942  -6.286  -4.986
S  1.909  -10.447  -6.668
H  -8.195  4.379  9.794
C  -1.868  0.948  0.094
H  -0.787  -7.665  3.430
O  6.476  -4.887  -0.359
O  8.128  5.156  1.854
S  -7.044  -7.571  -5.220
H  -1.147  9.378  0.725
O  0.793  -0.153  -1.989
H  -2.430  -2.506  0.211
H  3.687  -11.063  -8.087
O  -3.635  -0.457  1.159
H  8.384  -4.906  3.357
H  -0.292  1.981  -0.822
C  -8.476  4.594  8.763
H  5.848  -2.569  1.199
C  0.198  10.442  -0.597
H  0.317  5.919  -7.320
H  -1.287  -9.322  5.006
H  2.509  -10.902  -4.273
H  6.210  -3.477  3.821
C  -1.084  -8.304  5.339
S  -6.965  5.053  7.806
C  -0.342  12.199  0.933
O  1.713  -9.169  -7.494

Atom charges from the Mulliken analysis, given in e for atoms 1 to 99: number 1, H, carries 0.245; number 2, H, carries 0.290; number 3, C, carries 0.530; number 4, H, carries 0.326; number 5, H, carries 0.306; number 6, C, carries -0.371; number 7, H, carries 0.331; number 8, H, carries 0.304; number 9, H, carries 0.301; number 10, H, carries 0.303; number 11, H, carries 0.301; number 12, C, carries -0.844; number 13, H, carries 0.227; number 14, H, carries 0.246; number 15, C, carries -0.938; number 16, O, carries -0.322; number 17, C, carries -0.859; number 18, H, carries 0.238; number 19, C, carries -0.391; number 20, S, carries 0.450; number 21, O, carries -0.803; number 22, H, carries 0.304; number 23, H, carries 0.327; number 24, H, carries 0.321; number 25, H, carries 0.321; number 26, O, carries -0.596; number 27, O, carries -0.614; number 28, C, carries -0.857; number 29, H, carries 0.323; number 30, S, carries 0.485; number 31, H, carries 0.304; number 32, C, carries -0.864; number 33, O, carries -0.606; number 34, H, carries 0.306; number 35, H, carries 0.261; number 36, H, carries 0.227; number 37, H, carries 0.267; number 38, C, carries 0.300; number 39, C, carries -0.911; number 40, C, carries -0.874; number 41, H, carries 0.354; number 42, H, carries 0.341; number 43, H, carries 0.259; number 44, O, carries -0.806; number 45, H, carries 0.332; number 46, C, carries -0.442; number 47, O, carries -0.599; number 48, H, carries 0.328; number 49, H, carries 0.262; number 50, O, carries -0.604; number 51, C, carries -0.364; number 52, C, carries -0.392; number 53, O, carries -0.322; number 54, C, carries -0.475; number 55, H, carries 0.250; number 56, C, carries 0.482; number 57, H, carries 0.313; number 58, O, carries -0.329; number 59, O, carries -0.653; number 60, H, carries 0.201; number 61, H, carries 0.309; number 62, H, carries 0.343; number 63, H, carries 0.229; number 64, Rb, carries 0.881; number 65, C, carries 0.552; number 66, O, carries -0.352; number 67, C, carries -0.370; number 68, H, carries 0.360; number 69, C, carries -0.358; number 70, H, carries 0.272; number 71, C, carries -0.388; number 72, H, carries 0.332; number 73, H, carries 0.285; number 74, H, carries 0.307; number 75, C, carries -0.773; number 76, C, carries -0.459; number 77, H, carries 0.302; number 78, H, carries 0.268; number 79, C, carries 0.501; number 80, H, carries 0.299; number 81, C, carries -0.447; number 82, H, carries 0.323; number 83, C, carries 0.589; number 84, C, carries -0.326; number 85, C, carries -0.448; number 86, H, carries 0.282; number 87, H, carries 0.276; number 88, C, carries -0.924; number 89, H, carries 0.285; number 90, H, carries 0.237; number 91, O, carries -0.327; number 92, O, carries -0.608; number 93, C, carries 0.505; number 94, C, carries -0.313; number 95, H, carries 0.280; number 96, C, carries -0.880; number 97, H, carries 0.264; number 98, H, carries 0.327; number 99, S, carries 0.474



Which formula does entry 1 have? C36H62F7N14O24P